Below is a molecular structure, C30H52BiP2 in a non-equilibrium geometry, with properties calculated with the ωB97M-V functional and the def2-TZVPD basis.

Positions of all 85 atoms, in Å:
Bi -0.3450 0.0035 -0.0928
C 0.7097 -0.1837 2.2615
C 1.7696 0.3970 1.4658
C -0.0545 1.8792 1.4265
C -0.4331 0.7438 2.2272
C 1.3203 1.6736 0.9701
C 0.7925 -1.4454 3.0561
H 1.4826 -2.1707 2.6080
H -0.1826 -1.9278 3.1684
H 1.1635 -1.1660 4.0470
C -1.7634 0.5504 2.8540
H -1.9116 -0.4664 3.2302
H -2.5959 0.7576 2.1663
H -1.8147 1.2096 3.7146
C -0.9096 3.0698 1.1456
H -0.8141 3.6969 2.0366
H -1.9624 2.8011 1.0060
H -0.5634 3.6348 0.2738
C 2.1092 2.6461 0.1348
H 2.6169 3.3004 0.8551
H 1.4798 3.2707 -0.5160
H 2.8756 2.1581 -0.4782
C 3.1521 -0.1634 1.3040
H 3.7475 0.3562 2.0639
H 3.5890 0.0409 0.3200
H 3.1882 -1.2380 1.5010
C -0.9801 -1.9928 -0.8681
C 0.2162 -2.3508 -0.0994
C 1.5224 -2.6429 -0.7011
C 1.9358 -1.6872 -1.8491
C 1.5615 -0.2701 -1.7047
C 0.3364 0.3048 -2.2863
C -0.6787 -0.5277 -2.9861
C -1.0422 -1.8843 -2.3276
H 1.4390 -3.6778 -1.0581
H 1.5352 -2.0515 -2.8006
H 2.2994 -2.6390 0.0830
H -0.4175 -2.6834 -2.7161
H -1.9313 -1.9291 -0.2731
H 0.0517 -2.6182 0.9570
H -2.0845 -2.1179 -2.5883
H -1.5985 0.0707 -3.1077
H 0.2756 1.4078 -2.3494
H -0.2685 -0.6981 -3.9866
H 3.0324 -1.7061 -1.9335
H 2.3264 0.4594 -1.3877
P -1.2130 -0.7481 -7.2716
P -0.8688 2.0146 -8.8360
C -1.2310 -0.7970 -9.1481
C -1.5753 0.5563 -9.7848
H -1.9795 -1.5494 -9.4364
H -0.2447 -1.1483 -9.4921
H -1.1687 0.6111 -10.8042
H -2.6687 0.6881 -9.8443
C -1.6833 3.3875 -9.7426
H -1.2254 4.3377 -9.4306
H -2.7504 3.4254 -9.4773
H -1.5853 3.2809 -10.8317
C 0.7941 2.0659 -9.6472
H 0.7119 2.0743 -10.7439
H 1.3910 1.1984 -9.3318
H 1.3169 2.9766 -9.3180
C -2.6640 -1.8424 -6.9564
H -2.7242 -2.0551 -5.8784
H -2.5834 -2.7899 -7.5102
H -3.5887 -1.3261 -7.2561
C 0.1465 -1.9430 -6.9460
H 1.1135 -1.4900 -7.2136
H 0.0132 -2.8747 -7.5141
H 0.1659 -2.1741 -5.8688
C -4.5734 -2.6707 3.6630
C -3.2239 -3.3689 3.4194
C -2.4090 -3.3838 4.7256
C -3.4475 -4.8027 2.9279
C -2.4941 -2.6517 2.4467
C -1.8724 -1.8770 1.6497
H -5.1406 -3.1990 4.4191
H -5.1579 -2.6395 2.7512
H -4.4221 -1.6518 4.0023
H -2.9382 -3.9262 5.4998
H -1.4456 -3.8579 4.5706
H -2.2331 -2.3729 5.0812
H -4.0123 -4.8072 2.0042
H -2.4998 -5.2936 2.7505
H -3.9942 -5.3709 3.6680

Output
- total charge = +1
- HOMO-LUMO gap (eV) = 4.7
- HOMO energy (eV) = -9.599
- 2S+1 = 1
- E_tot (eV) = -56355.282
- energy above the lowest of the compared OMol25 structures with the same formula, charge and spin (kJ/mol) = 0.0

Löwdin atomic charge list, values in e, 6 entries: atom 1 (Bi): 2.069, atom 2 (C): -0.255, atom 3 (C): -0.270, atom 4 (C): -0.413, atom 5 (C): -0.369, atom 6 (C): -0.312